Entry 1:
{"formula": "C3HNO3S3", "method": "wB97M-V/def2-TZVPD", "lumo_energy_ev": [-2.2, -2.3], "gap_ev": [7.3454, 7.2827], "e_homo_ev": [-9.561, -9.557], "relative_energy_ev": 5.1497, "elements": ["C", "C", "C", "N", "O", "O", "O", "S", "S", "S", "H"], "xyz": [[1.047, 0.032, 3.102], [0.431, -0.737, 0.684], [0.250, -0.511, 2.056], [1.776, -1.161, 0.156], [2.385, -0.276, -0.373], [2.176, -2.276, 0.354], [-2.055, -1.522, 1.135], [2.353, -0.037, 3.964], [-0.536, 0.898, 2.942], [-0.691, -2.011, 1.311], [-0.683, 0.450, -0.443]], "lowdin_charge": [-1.109, -0.356, -0.822, -0.420, 0.103, 0.098, -0.521, 0.783, 0.922, 1.007, 0.317]}

Entry 2:
{"formula": "C4H10O2S2", "method": "wB97M-V/def2-TZVPD", "lumo_energy_ev": [-4.6, -8.5], "gap_ev": [8.9130, 5.0218], "charge": 1, "spin_multiplicity": 2, "e_homo_ev": [-13.529, -13.515], "relative_energy_ev": 1.4660, "elements": ["C", "C", "O", "C", "S", "S", "C", "H", "H", "H", "H", "H", "H", "H", "H", "H", "H", "O"], "xyz": [[1.634, -0.701, 0.431], [1.065, -1.819, -0.409], [0.554, -2.803, 0.057], [0.783, -0.397, 1.638], [-0.691, 0.640, 1.227], [0.153, 2.132, 0.107], [-0.482, 1.960, -1.554], [2.592, -1.077, 0.822], [2.099, 0.107, -0.128], [1.134, -1.836, -1.505], [1.260, 0.136, 2.463], [0.381, -1.353, 1.995], [-1.238, 1.178, -1.563], [0.279, 1.706, -2.298], [-0.902, 2.911, -1.893], [-1.593, -1.707, -2.990], [-1.931, -0.956, -1.656], [-1.560, -1.764, -2.019]], "lowdin_charge": [-0.231, -0.270, 0.084, -0.437, 0.749, 0.722, -0.373, 0.146, 0.096, 0.125, 0.095, 0.103, 0.024, 0.075, 0.062, 0.065, 0.010, -0.045]}

Entry 3:
{"formula": "C5H7NO", "method": "wB97M-V/def2-TZVPD", "lumo_energy_ev": 0.8, "gap_ev": 10.6555, "e_homo_ev": -9.825, "relative_energy_ev": 1.3180, "elements": ["C", "C", "C", "C", "O", "C", "N", "H", "H", "H", "H", "H", "H", "H"], "xyz": [[-1.467, -1.043, 0.156], [-0.195, -0.309, 0.598], [0.973, -0.402, -0.415], [1.024, 1.019, -0.991], [0.175, 1.845, 1.641], [-0.150, 1.213, 0.674], [0.087, 1.809, -0.622], [-2.304, -0.880, 0.847], [-1.255, -2.122, 0.135], [-1.780, -0.738, -0.848], [0.090, -0.647, 1.596], [1.906, -0.764, 0.033], [0.730, -1.042, -1.270], [1.849, 1.419, -1.585]], "lowdin_charge": [-0.057, -0.277, -0.111, -0.117, 0.115, -0.448, 0.148, 0.081, 0.083, 0.083, 0.140, 0.121, 0.117, 0.122]}

Entry 4:
{"formula": "FH2PS", "method": "wB97M-V/def2-TZVPD", "lumo_energy_ev": -0.9, "gap_ev": 8.6527, "smiles": "FPS", "e_homo_ev": -9.535, "relative_energy_ev": 0.9944, "elements": ["F", "P", "S", "H", "H"], "xyz": [[-1.700, -0.526, -0.149], [-0.716, 0.420, 0.762], [1.670, -0.618, 0.442], [-0.564, 1.511, -0.186], [1.309, -0.787, -0.868]], "lowdin_charge": [-0.462, 0.695, 0.159, -0.122, -0.271]}

no.,total energy (hartree)
1,-1589.600965
2,-1104.916220
3,-324.676033
4,-840.581855